[1]
This record from the OMol25 dataset describes a molecular structure, C25H35AsClN5Ni. The level of theory is ωB97M-V/def2-TZVPD.

```
68
Properties=species:S:1:pos:R:3:nbo_charge:R:1
H -2.564 0.585 2.142 0.25
H 2.235 -2.350 -1.860 0.25
H -0.045 1.607 1.090 0.19
H 3.469 -2.295 -0.580 0.25
H -2.019 -3.964 3.884 0.25
C -1.346 3.805 -1.114 -0.11
H -3.880 -2.492 3.724 0.44
C -0.646 3.356 0.000 -0.24
H -2.503 0.820 -2.122 0.22
N -1.277 1.110 -0.497 -0.56
C -1.678 -2.652 2.169 -0.26
H 0.416 -0.471 -3.919 0.17
C -1.968 1.557 -1.545 0.12
H 4.605 -2.205 1.876 0.21
H 2.189 1.543 -0.267 0.24
C -1.720 1.761 -4.894 0.18
C 5.936 0.839 2.516 -0.19
H 2.336 0.609 -1.764 0.25
As 1.500 -0.879 0.046 0.85
C 4.645 -1.139 2.071 -0.22
N -1.552 -1.229 1.847 -0.65
C 5.875 -0.520 2.252 -0.19
N -0.974 1.036 -4.046 -0.49
C 2.144 -1.069 1.902 -0.71
H -2.045 -0.304 4.436 0.23
N -0.060 -0.174 -5.888 -0.42
C 2.401 -2.375 -0.784 -0.94
C -2.427 -1.711 -1.167 -0.66
C -2.715 3.322 -3.146 -0.18
H -1.365 4.861 -1.357 0.24
H 2.627 1.547 2.490 0.19
H -3.067 -2.362 -0.579 0.19
H -2.261 2.122 -6.951 0.24
H -2.944 -1.292 -2.024 0.21
C -1.998 2.893 -1.928 -0.08
H 6.893 1.321 2.663 0.23
H 2.221 -2.148 2.051 0.24
H -0.686 -0.876 2.246 0.38
N -3.029 -2.129 4.163 -0.49
C 2.513 0.595 -0.689 -0.94
Cl -1.015 -2.707 -1.736 -0.02
C -1.840 -2.914 3.658 -0.24
C -2.900 -0.655 3.857 -0.24
C 4.763 1.579 2.603 -0.21
C -1.664 1.542 -6.262 -0.26
H 2.019 -3.314 -0.389 0.24
H -2.546 -3.044 1.630 0.21
C -0.809 0.553 -6.717 0.09
H -3.583 -0.800 1.816 0.22
C 3.467 -0.404 2.147 -0.08
H -3.801 -0.163 4.218 0.25
H 3.572 0.450 -0.486 0.25
H -3.380 4.169 -3.015 0.23
C -2.607 2.824 -4.377 -0.17
C -2.693 -0.474 2.362 -0.26
H -3.147 -2.273 5.168 0.45
H 4.807 2.638 2.820 0.23
H -0.981 -2.567 4.232 0.23
C -0.192 0.117 -4.601 0.26
Ni -0.944 -0.855 -0.371 0.89
H -0.114 4.045 0.640 0.24
H 1.389 -0.693 2.598 0.20
H 6.784 -1.103 2.195 0.23
H -0.723 0.333 -7.774 0.22
H -0.809 -3.198 1.802 0.25
C 3.538 0.960 2.417 -0.17
H -3.212 3.300 -5.140 0.23
C -0.616 2.005 0.258 0.02
```

Results
2S+1   1
LUMO (alpha / beta)   -0.198 / -0.196 Eh
HOMO (alpha / beta)   -13.4 / -13.4 eV
HOMO-LUMO gap (alpha / beta)   7.98 / 8.04 eV
Net charge   +2


[2]
This record from the OMol25 dataset describes 5 unconnected molecules or ions with the total composition C42H44Cl2F2N5O2. The level of theory is ωB97M-V/def2-TZVPD.

```
97
Properties=species:S:1:pos:R:3:mulliken_charge:R:1
C -5.291 -1.170 0.246 0.61
H 9.366 2.030 2.190 0.38
C 1.962 1.397 -3.253 -0.25
C 7.024 3.202 -3.209 -0.38
H -7.291 3.631 4.342 0.36
H -9.586 5.489 1.231 0.37
H -1.052 -5.724 -7.458 0.37
H 7.388 3.460 -4.198 0.37
C -7.228 2.665 2.421 -0.16
C 1.404 -2.908 -0.650 -0.20
H 9.694 4.130 3.462 0.37
C 2.062 1.952 -1.813 -0.72
H -4.489 -3.525 2.164 0.50
C 0.081 -2.181 -0.196 0.49
H 1.223 1.473 0.375 0.24
H -0.052 0.520 1.823 0.06
H 7.213 0.815 2.340 0.42
N -1.658 -0.530 0.075 0.22
C 6.514 3.415 4.407 -0.39
H -2.202 -2.993 -3.487 0.56
H -6.561 1.875 2.755 0.35
C 8.750 3.599 3.525 -0.43
H -3.056 -2.351 -5.722 0.37
H 2.853 -5.048 -2.607 0.30
H -4.084 0.024 1.833 0.06
C -2.102 -3.995 -6.729 -0.41
N -3.186 -1.966 1.404 0.62
H 7.863 5.024 4.869 0.37
H -1.819 1.414 -0.987 0.47
C -4.333 -1.054 1.559 -0.95
C -2.663 -3.528 3.436 0.40
C -2.280 0.784 -0.152 -0.95
H 5.739 1.633 -3.924 0.41
H -7.359 1.917 0.410 0.35
H 5.391 1.695 3.769 0.38
H -2.084 -1.864 4.904 0.27
H 5.714 3.804 5.028 0.36
H 2.520 -6.233 -1.207 0.33
C 7.014 3.568 -0.826 -0.39
C 1.230 1.170 -0.720 0.18
H -0.086 -1.392 -3.187 0.30
C -3.028 -2.407 4.526 -0.93
H -3.022 -4.183 1.286 0.40
C -2.091 1.739 1.279 0.29
H -4.996 -1.448 2.424 0.54
C 8.567 2.418 2.812 -0.39
H -3.414 0.768 -0.276 0.30
C -1.949 -3.591 -4.358 -0.35
N -0.434 -0.862 -0.463 0.96
C -0.775 1.303 2.222 -0.45
H -3.779 -1.618 4.186 0.18
H -0.207 -6.373 -5.222 0.38
O -0.858 2.617 1.323 -0.40
C 6.099 2.173 -3.055 -0.50
C 7.357 1.735 2.898 -0.39
C 7.483 3.898 -2.094 -0.44
H -0.874 1.558 3.344 0.36
C -8.927 4.695 1.565 -0.38
C -2.034 -1.751 0.751 -0.11
C -7.673 2.689 1.103 -0.15
F -1.227 -3.644 3.417 -0.32
O -5.135 -2.024 -0.646 -0.45
H -3.092 2.089 1.849 0.41
C 0.502 -0.466 -2.833 -0.19
C 2.696 -5.118 -1.472 -1.12
H -3.475 -2.943 5.446 0.30
N -0.986 -2.740 0.615 -0.40
H -3.056 -4.533 3.859 0.32
H 3.599 -4.788 -0.856 0.38
H -8.866 3.727 -0.354 0.37
H -2.472 -3.710 -7.709 0.37
C -0.827 -5.489 -5.332 -0.58
C -1.304 -5.126 -6.588 -0.39
N 1.272 0.269 -3.775 -0.49
C 7.722 4.100 4.318 -0.37
H 5.731 2.277 0.319 0.40
C 6.332 2.231 3.698 -0.32
C -2.429 -3.230 -5.613 -0.57
H 8.205 4.699 -2.214 0.37
H 2.679 2.888 -1.575 0.39
C -3.354 -3.352 2.004 -1.03
H 4.922 1.031 -1.664 0.59
C -1.146 -4.719 -4.217 0.31
C 5.638 1.838 -1.785 -0.41
H 2.552 2.007 -4.039 0.37
H 7.367 4.115 0.043 0.41
F -6.396 -0.259 0.166 -0.20
Cl -0.180 -5.289 -1.022 -0.18
C 6.093 2.536 -0.671 -0.43
C -8.489 4.665 2.886 -0.40
C -8.521 3.706 0.675 -0.52
H -8.811 5.433 3.582 0.36
Cl 3.046 -2.095 -0.701 -0.14
C 0.454 -0.027 -1.347 -0.32
C -7.636 3.652 3.314 -0.55
C 1.370 -4.295 -1.032 0.54
H -0.769 -4.998 -3.238 -0.02
```

Results
2S+1   1
LUMO   -0.135 Eh
HOMO   -10.8 eV
HOMO-LUMO gap   7.15 eV
Net charge   +1


[3]
This record from the OMol25 dataset describes C5H9FO5S in the gas phase. The level of theory is ωB97M-V/def2-TZVPD.

```
21
Properties=species:S:1:pos:R:3:nbo_charge:R:1
C 1.498 1.197 -0.988 0.11
O 2.064 1.243 0.265 -0.66
H 1.148 -3.091 -0.795 0.49
C -0.844 1.203 0.058 0.33
C -0.618 -1.024 0.973 -0.16
C 0.576 -1.741 0.435 0.07
O -0.435 0.384 1.128 -0.56
O -2.138 0.914 -0.356 -0.72
H -0.845 -1.367 1.991 0.20
O 0.323 -2.698 -0.479 -0.67
H 2.137 0.740 -1.720 0.18
H -2.763 1.152 0.340 0.49
C 0.044 1.128 -1.215 0.45
S 2.125 -1.608 1.154 -0.07
H -1.469 -1.233 0.316 0.21
H -1.240 0.136 -2.217 0.50
H -0.761 2.226 0.461 0.17
H 1.412 1.547 0.914 0.51
F -0.360 2.346 -1.902 -0.40
H 2.308 -0.243 0.931 0.19
O -0.285 0.102 -2.050 -0.68
```

Results
2S+1   1
LUMO (alpha / beta)   0.015 / 0.005 Eh
HOMO (alpha / beta)   -8.3 / -6.8 eV
HOMO-LUMO gap (alpha / beta)   8.70 / 6.92 eV


[4]
This record from the OMol25 dataset describes 2 unconnected molecules or ions with the total composition C6H11N3O. The level of theory is ωB97M-V/def2-TZVPD.

```
21
Properties=species:S:1:pos:R:3:lowdin_spin:R:1
N 0.872 0.671 -2.264 0.08
H -2.593 -1.871 2.141 0.00
H -1.007 2.526 1.102 0.01
H 1.691 -0.990 -1.179 0.01
C -2.156 -1.795 1.149 0.00
C 0.327 1.804 -1.845 0.33
H 0.888 0.183 -3.157 0.00
N 0.026 -1.247 2.080 0.00
H -0.589 3.681 -0.066 0.00
C -0.659 -1.900 1.084 0.00
C 1.189 -0.036 -1.098 0.26
H -2.609 -2.610 0.583 0.00
H 0.876 -0.736 1.934 0.00
N 0.896 0.667 0.000 0.01
C 0.414 1.841 -0.440 0.24
O -0.074 -2.461 0.173 0.01
H -2.394 -0.925 0.530 0.00
H -0.608 -0.761 2.703 0.00
H 0.628 3.322 1.064 0.01
C -0.163 2.833 0.490 0.04
H -0.176 2.549 -2.442 0.01
```

Results
2S+1   2
LUMO (alpha / beta)   -0.141 / -0.292 Eh
HOMO (alpha / beta)   -12.9 / -12.9 eV
<S²>   0.76
HOMO-LUMO gap (alpha / beta)   9.07 / 4.94 eV
Net charge   +1


[5]
This record from the OMol25 dataset describes a molecular structure, C61H91IN12O4Si2. The level of theory is ωB97M-V/def2-TZVPD.

```
171
Properties=species:S:1:pos:R:3:mulliken_charge:R:1
H 1.018 10.025 2.194 0.41
H 8.692 -2.073 3.217 0.16
C -0.591 -5.969 -0.720 -0.18
N 2.995 -8.627 2.493 0.01
C -9.392 -3.327 -6.201 -0.54
H -5.477 5.681 -3.778 0.68
H -2.295 -2.810 1.085 -0.27
C -3.043 1.736 -1.319 0.06
C 1.167 10.290 6.532 -0.53
H -7.022 -7.010 -3.823 0.38
H 10.138 -0.196 4.053 0.38
C 2.550 9.503 4.962 -0.30
H 2.697 9.070 0.287 0.40
C 6.798 2.382 1.077 -0.58
C 0.123 -5.595 -2.125 -0.47
H 0.500 -9.358 4.464 0.38
H 0.154 -6.024 0.168 -0.09
H 2.147 -7.417 0.951 0.36
N -8.380 5.427 -2.881 0.14
H -1.993 3.674 -1.671 0.31
H -0.970 -7.060 -0.846 0.39
H -11.097 -7.951 -3.339 0.36
H 4.341 -4.291 -1.601 0.32
H 4.397 9.808 6.095 0.38
H -3.234 -1.133 -3.552 0.26
H -2.029 3.126 0.109 0.30
H -7.257 -8.051 -1.324 0.41
C 1.970 -7.976 1.859 -0.52
H -10.700 6.402 -4.956 0.37
C -3.404 7.054 -1.617 -0.82
N -3.696 8.082 -2.475 0.08
H -0.868 0.905 -3.289 0.28
C 11.195 -0.508 0.404 -0.55
H -10.047 -3.955 -6.787 0.36
H -9.884 -8.659 -1.013 0.38
C -1.887 -5.078 -0.373 -0.93
C 9.307 -0.600 4.613 -0.30
C 3.256 -2.463 1.398 0.21
H 4.014 -5.045 0.124 0.23
C -4.096 5.943 -2.034 -0.22
H 6.725 0.209 -1.339 0.41
C 1.164 -9.000 3.691 -0.83
C -8.740 5.977 -4.082 -0.25
H 6.854 -2.729 4.789 0.50
N 1.240 9.759 5.272 0.02
H 4.438 0.414 3.328 0.33
H -0.796 2.372 -1.166 0.27
N 7.014 1.131 0.563 0.25
H 2.126 -2.644 1.329 -0.22
H 11.396 -3.320 2.026 0.36
C 0.744 9.642 1.221 -0.51
C -3.744 -0.030 0.270 0.39
H -0.360 -4.690 -2.654 0.17
C -10.112 6.019 -4.135 -0.58
N -3.100 0.296 -1.011 0.72
N -0.459 9.021 -0.536 0.08
H -0.369 -0.721 4.480 0.33
C 7.563 -1.945 5.004 -0.65
H -7.872 -0.633 -5.417 0.07
H 2.718 10.764 8.002 0.38
C 0.620 -1.218 4.175 -0.75
C 6.630 1.109 -0.750 -0.69
H -0.161 -7.813 2.332 0.49
H -7.990 6.292 -4.793 0.34
C 3.438 -0.863 1.715 0.28
C -1.853 2.763 -0.965 -0.86
H -0.008 -6.492 -2.846 0.32
C 2.513 -9.249 3.614 -0.43
H 3.692 -3.044 2.289 0.21
C -4.790 -1.267 0.360 -0.87
H -2.931 1.790 -4.201 0.28
C -0.533 9.552 0.724 -0.32
H 13.196 -3.095 0.004 0.38
H 7.394 0.349 1.072 0.12
C 2.147 -4.301 -0.878 0.35
H 5.155 -1.334 3.203 0.05
H -1.245 8.846 -1.141 0.23
H 2.392 -0.401 1.757 -0.40
H 1.662 -4.510 0.137 0.05
H -11.632 5.348 -2.634 0.38
H -2.960 0.965 -5.853 0.50
C 1.725 -5.382 -1.990 -0.82
H -4.075 4.970 -1.563 0.55
C -7.896 -7.375 -3.305 -0.48
H 0.678 -2.245 4.706 0.37
H 4.025 -0.356 0.865 0.35
H 10.045 -1.208 2.038 0.16
H 0.215 10.558 6.965 0.36
H 12.758 -0.663 -1.119 0.40
H -2.733 7.202 -0.784 0.43
H 5.189 -2.724 0.266 0.19
C 3.321 9.882 6.034 -0.55
C 1.903 -0.296 4.521 -0.47
H 2.142 -5.031 -2.998 0.36
H 1.809 -3.260 -1.219 0.06
C 12.226 -1.098 -0.285 -0.40
C -2.502 -0.504 -4.196 -0.55
H -2.107 -1.137 -5.084 0.26
C -10.059 -7.875 -3.048 -0.48
H 2.927 -2.283 4.235 0.24
H 7.072 -1.132 6.975 0.44
O -4.080 2.234 -1.906 -0.49
Si -1.472 -3.198 -0.086 0.10
Si -1.647 -0.628 -1.408 0.09
H 3.785 -1.932 -0.742 0.29
H -8.654 -4.671 -4.569 0.38
C -3.241 0.827 -4.741 -0.77
O -2.100 -2.315 -1.447 -0.24
C 0.851 8.764 -0.846 -0.51
O -0.201 -0.289 -0.515 -0.01
C 3.744 -4.210 -0.612 -0.78
H 0.453 9.584 4.667 0.22
H 5.776 2.656 -2.042 0.43
H 5.982 4.203 0.179 0.42
H 9.188 0.501 6.500 0.41
C 0.820 -8.193 2.579 -0.02
C -7.964 -2.596 -4.626 -0.93
C -8.665 -3.701 -5.044 0.18
N -9.127 -7.355 -3.906 0.01
C 12.455 -2.367 0.301 -0.63
C 7.699 -1.122 6.096 -0.38
H 3.953 -8.644 2.184 0.19
C -1.224 -0.199 -3.257 -0.59
H 1.995 0.627 3.837 0.32
H 3.170 -9.815 4.257 0.38
H -4.430 -2.086 1.068 0.23
H 7.042 2.607 2.105 0.44
C 4.208 -0.694 3.149 -0.75
C -4.826 6.314 -3.192 -0.56
C 11.557 -2.511 1.330 -0.25
H -3.332 9.019 -2.407 0.20
N 8.549 -1.625 4.108 0.12
H -9.434 4.657 -1.193 0.37
H 1.120 8.337 -1.800 0.37
H -7.433 5.278 -2.569 0.16
H 3.913 -1.134 5.317 0.30
C 4.055 -2.748 0.022 -0.61
C 1.621 9.144 0.226 -0.51
H 10.716 0.452 0.282 0.39
H 2.819 9.075 4.008 0.38
H -0.039 -3.039 0.137 0.17
C -0.418 0.285 0.753 0.51
H -7.292 -2.452 -3.793 0.37
H 2.235 -6.399 -1.758 0.23
H -9.453 -1.341 -7.231 0.37
H -1.485 9.819 1.157 0.36
C 8.804 -0.270 5.848 -0.67
H -2.718 -5.197 -1.167 0.34
C -9.506 5.109 -2.170 -0.51
C -10.598 5.469 -2.923 -0.40
C -9.111 -2.006 -6.451 -0.46
C 2.444 10.381 7.029 -0.34
N 10.790 -1.377 1.382 0.14
C -8.047 -7.906 -2.047 -0.38
O -3.569 0.612 1.361 -0.51
H -0.290 -0.826 -3.516 0.42
C -4.558 7.638 -3.440 -0.81
C 6.264 3.164 0.083 -0.47
H -4.924 -1.629 -0.733 0.16
N -0.527 1.049 1.694 -0.47
H 1.847 0.065 5.610 0.31
H 0.586 -1.460 3.044 -0.13
H -4.906 8.300 -4.219 0.40
H -5.810 -0.821 0.672 0.37
H -9.317 -7.012 -4.834 0.24
C 3.253 -1.192 4.369 -0.37
C 6.157 2.357 -1.076 -0.34
C -9.418 -8.223 -1.884 -0.43
H -2.323 -5.510 0.615 0.38
I -5.392 0.446 -4.666 0.00
N -8.245 -1.568 -5.485 0.14
```

Results
2S+1   1
LUMO   -0.002 Eh
HOMO   -8.1 eV
HOMO-LUMO gap   8.06 eV


Results for max |F|: 0.012 0.119 0.028 0.050 0.129 (in hartree/bohr, following the order of the records).
Results for M: 574.7 759.7 200.2 141.2 1239.6 (in g/mol, following the order of the records).